The following is a DFT calculation (ωB97M-V/def2-TZVPD) of a molecular structure, C20H41N2OsP3Se at a distorted geometry.

Computed properties:
- orbital gap (spin up / spin down) (eV) = 5.1 / 2.9
- total charge = +4
- relative energy (zero: lowest compared OMol25 entry of this formula, charge and spin) (kJ/mol) = 233.82
- multiplicity = 5

The geometry in XYZ format:
```
68
Properties=species:S:1:pos:R:3:forces:R:3:mulliken_charge:R:1
Os -0.6615 -0.5324 0.3398 0.6073 1.6585 2.1299 1.0913
P -1.8143 -2.3533 0.9546 -1.1947 -2.0343 0.7843 0.6149
P 1.1592 -0.5852 2.2005 0.7253 -0.6074 0.6502 0.6164
P 0.9666 -1.3860 -0.9392 1.9297 -1.2378 -2.0039 0.8027
H -3.2371 -0.5917 -1.2782 1.1814 0.3203 0.7270 0.4924
C -2.1251 -0.6156 -1.4374 0.3859 2.3006 -0.5903 -1.8816
C -1.3669 0.6391 -1.1930 -2.0319 0.4268 -1.0026 -0.3308
H -2.0806 1.3970 -0.8232 0.7142 -0.1195 -0.1453 0.8578
C -3.3828 -1.8586 1.7613 0.0179 0.0936 -0.0729 -1.2675
C -1.0080 -3.5241 2.1022 -0.1230 -0.0967 0.0412 -1.2153
C -2.3423 -3.3340 -0.4834 -0.2962 0.1415 0.0750 -1.1203
C 2.3472 0.8269 2.1436 -0.2384 0.1723 -0.0814 -1.1661
C 0.7009 -0.5455 3.9943 -0.3261 0.2356 -0.1471 -1.4197
C 2.3532 -2.0044 2.3369 -0.2096 0.0476 -0.2248 -1.4672
C 0.5555 -1.3439 -2.7130 0.0479 -0.0846 -0.1499 -1.4118
C 1.4530 -3.1536 -0.7768 -0.0763 0.2326 0.1320 -1.3114
C 2.6441 -0.6171 -1.0310 0.1349 0.1992 0.1844 -0.9338
H -2.0639 -1.1628 -2.4071 0.9027 0.1268 1.2187 0.5307
H -0.5176 1.0587 -1.7608 -0.7176 -0.4734 -0.3569 -0.0913
H -3.7791 -0.9497 1.2885 0.0273 -0.2577 0.1118 0.3451
H -3.2269 -1.6614 2.8318 -0.0958 -0.1917 -0.2750 0.3726
H -4.1149 -2.6671 1.6407 0.1153 0.1708 0.1760 0.4878
H -0.6479 -3.0241 3.0114 -0.2002 -0.1149 -0.2561 0.2516
H -0.1545 -4.0170 1.6201 -0.2318 0.1091 0.0292 0.3234
H -1.7321 -4.2979 2.3904 0.1617 0.1119 -0.0274 0.5471
H -2.7069 -2.6107 -1.2316 0.0061 -0.9967 0.4743 0.2626
H -3.1612 -3.9925 -0.1717 0.2761 -0.1432 -0.2015 0.5688
H -1.5045 -3.8997 -0.9054 -0.3100 -0.0123 0.0945 0.3470
H 3.0606 0.7459 2.9804 -0.2845 -0.0103 -0.2811 0.4701
H 1.7984 1.7703 2.2455 0.0293 -0.0991 0.1164 0.3127
H 2.9083 0.8578 1.2037 -0.1200 -0.0690 0.2661 0.2950
H 1.6147 -0.7024 4.5937 -0.3895 0.0924 -0.3248 0.6061
H -0.0141 -1.3444 4.2419 0.2350 0.2421 -0.0427 0.3016
H 0.2658 0.4265 4.2572 0.1657 -0.2961 0.0284 0.4058
H 2.9101 -1.8930 3.2810 -0.1935 0.0444 -0.3851 0.5778
H 3.0757 -2.0270 1.5124 -0.2008 -0.0514 0.2320 0.4420
H 1.8091 -2.9568 2.3778 0.1909 0.2336 -0.0189 0.3702
H 1.3435 -1.9067 -3.2218 -0.1777 0.1636 -0.1395 0.5600
H 0.5217 -0.3174 -3.0973 0.0138 -0.2553 0.0425 0.3420
H -0.4128 -1.8184 -2.8947 0.4898 -0.0242 -0.0903 0.3207
H 2.0441 -3.3917 -1.6734 -0.1607 -0.0448 0.3151 0.5758
H 0.5726 -3.7999 -0.7429 0.1937 0.0574 -0.0530 0.2180
H 2.0649 -3.3270 0.1130 -0.1680 -0.0077 -0.2221 0.3280
H 3.2591 -1.2068 -1.7256 -0.2547 0.0910 0.1149 0.5350
H 3.1761 -0.5857 -0.0744 -0.2156 -0.1387 -0.2854 0.2884
H 2.5885 0.4109 -1.4166 -0.1086 -0.1959 0.0633 -0.0021
C 1.4088 3.7146 -2.4824 0.2623 -0.0912 0.8683 0.5789
C 0.1125 3.9400 -2.9784 0.2303 0.0761 1.9647 -0.0009
C -0.1077 4.0665 -4.3601 0.3399 -0.0757 -2.0183 -0.5947
C 0.9611 3.9155 -5.2566 -0.0616 -0.0534 -0.0383 -0.4736
C 2.2219 3.5446 -4.7850 -0.6259 0.2783 -1.3195 -0.4581
C 2.4535 3.4478 -3.4007 0.0891 -0.1192 2.0681 -0.1531
Se 1.7726 3.7478 -0.5645 0.0886 0.0047 -1.6939 0.4226
H 0.4596 4.3132 -0.2412 -0.1694 0.0837 0.1044 0.2882
H -0.7158 4.0251 -2.2672 0.1106 0.0812 -0.4399 0.3810
H -1.1057 4.2566 -4.7556 0.1124 0.0637 0.1961 0.4797
H 0.8110 4.0469 -6.3260 -0.0796 -0.0410 0.1444 0.4784
H 3.0399 3.3317 -5.4713 -0.1049 0.0927 0.0186 0.4935
H 3.4322 3.1501 -3.0256 -0.0143 0.1335 -0.1900 0.4957
N -1.7953 0.9272 2.9883 -1.0921 -0.0068 -0.3680 0.0816
C -2.3525 2.0828 3.4263 0.0198 -0.4407 -0.3080 -0.4208
C -2.1880 3.0257 2.4266 0.0282 0.3911 -0.2804 -0.9147
C -1.5259 2.3727 1.3840 -0.5941 -0.8938 1.0153 -0.2369
N -1.3851 1.0584 1.6991 0.7270 0.0932 -0.5624 0.1735
H -1.9699 -0.0102 3.4026 0.3707 1.1110 -0.6009 0.1571
H -2.8844 2.1007 4.3667 0.1598 0.1969 0.0310 0.4881
H -2.5844 4.0342 2.3668 0.2512 -0.1861 0.4103 0.5015
H -1.1961 2.7806 0.4300 -0.2750 -0.4070 0.3692 0.3904
```
Positions in Å, forces in eV/Å.